1.
Density functional theory data (ωB97M-V with the def2-TZVPD basis set) for a single C18H23F2N5O3S molecule at a distorted geometry.

CARTESIAN COORDINATES (ANGSTROEM)
S: -2.594 -5.248 -3.520
F: 3.319 3.557 4.499
F: 3.002 2.952 6.574
O: 4.518 0.104 0.218
O: -0.266 -1.249 -3.032
O: -3.474 0.734 -2.561
N: -3.681 -0.595 -2.876
N: 2.340 0.002 -0.332
N: -1.160 -0.057 -1.328
N: -5.236 -5.246 -3.915
N: -4.101 -3.194 -3.371
C: -2.817 -2.737 -3.097
C: 2.239 0.966 2.662
C: 3.477 1.193 4.919
C: 3.026 -0.192 2.049
C: 0.095 0.440 -0.869
C: -2.632 -1.321 -2.796
C: 1.471 2.065 4.865
C: -1.237 -0.860 -2.415
C: 0.967 1.309 -1.721
C: -1.891 -3.707 -3.133
C: 0.230 1.897 -0.547
C: -4.219 -4.543 -3.635
C: 2.152 0.851 4.175
C: 2.398 0.896 -1.498
C: 0.996 -0.513 -0.109
C: 2.858 2.538 5.288
C: 3.359 0.013 0.581
C: -4.682 1.452 -2.792
H: 3.988 -0.288 2.550
H: -4.958 1.402 -3.846
H: 0.797 2.173 0.332
H: 0.639 1.574 -2.715
H: 3.644 0.581 5.803
H: 3.071 1.726 -1.279
H: 1.727 -0.114 4.454
H: 1.226 1.010 2.254
H: 2.723 1.914 2.402
H: -4.884 -2.563 -3.389
H: -5.489 1.052 -2.178
H: 0.870 1.786 5.728
H: 0.746 -0.562 0.950
H: -0.621 2.523 -0.780
H: 0.924 2.758 4.227
H: -2.013 0.328 -0.958
H: 2.780 0.380 -2.382
H: -6.088 -4.692 -3.941
H: 0.892 -1.516 -0.535
H: -4.473 2.481 -2.512
H: -0.835 -3.571 -2.986
H: 2.494 -1.137 2.195
H: 4.385 1.255 4.322

HOMO-LUMO gap = 7.90 eV
DFT total energy = -48900.45156 eV
SMILES = [H]/N=c1\[nH]c(/C(=N/OC)C(=O)N[C@]23C[C@H]2CN(C(=O)CCC2CC(F)(F)C2)C3)cs1
relative energy (zero: lowest compared OMol25 entry of this formula, charge and spin) = 7.3 kcal per mole
LUMO energy = -0.04 eV
molecular weight = 427.477 g/mol

natural (NBO) atomic charge list, values in e, 5 entries: 0.351 -0.348 -0.339 -0.597 -0.595

2.
Density functional theory data (ωB97M-V with the def2-TZVPD basis set) for a single C2H4Cl2FN molecule at a distorted geometry.

CARTESIAN COORDINATES (ANGSTROEM)
Cl: -3.040 1.043 0.238
Cl: -2.149 -1.629 -0.133
F: -0.870 0.414 -1.773
N: 0.704 -0.382 -0.247
C: -0.488 0.444 -0.385
C: -1.634 -0.060 0.429
H: 0.659 -1.325 0.012
H: 1.389 -0.206 -0.935
H: -1.239 0.003 1.406
H: -0.131 1.506 -0.025

HOMO-LUMO gap = 11.09 eV
DFT total energy = -31391.01115 eV
SMILES = N[C@@H](F)C(Cl)Cl
relative energy (zero: lowest compared OMol25 entry of this formula, charge and spin) = 1.8 kcal per mole
LUMO energy = 0.82 eV
molecular weight = 131.965 g/mol

natural (NBO) atomic charge list, values in e, 5 entries: -0.014 0.021 -0.381 -0.867 0.306

Q: Among the records above, which one has the highest DFT total energy?
A: C2H4Cl2FN

Q: Look up the LUMO energy of the second one.
A: 0.82 eV

Q: Among the records above, which one has the highest molecular weight?
A: C18H23F2N5O3S

Q: What is the formula in the second record?
A: C2H4Cl2FN